Formula: C20H15CuF3N4O2S2
Source: the Open Molecules 2025 dataset
Level of theory: ωB97M-V/def2-TZVPD

Positions of all 47 atoms, in Å:
Cu1 0.26 0.02 0.10
O1 -0.22 4.04 -0.92
S1 0.77 3.04 -0.67
O2 1.26 2.91 0.68
N1 0.27 1.56 -1.10
C1 -0.26 1.30 -2.34
C2 -0.32 2.18 -3.41
C3 -0.88 1.79 -4.63
C4 -1.37 0.52 -4.83
C5 -1.35 -0.40 -3.76
C6 -1.86 -1.71 -3.85
C7 -1.85 -2.53 -2.76
C8 -1.33 -2.04 -1.55
N2 -0.82 -0.83 -1.44
C9 -0.81 0.00 -2.52
C10 2.18 3.38 -1.71
C11 3.12 2.39 -1.92
C12 4.18 2.65 -2.77
C13 4.29 3.90 -3.39
C14 3.35 4.89 -3.14
C15 2.28 4.63 -2.30
H1 0.03 3.19 -3.29
H2 -0.93 2.51 -5.44
H3 -1.77 0.22 -5.79
H4 -2.27 -2.06 -4.79
H5 -2.24 -3.54 -2.80
H6 -1.34 -2.64 -0.65
H7 3.02 1.43 -1.43
H8 4.92 1.89 -2.96
H9 5.12 4.09 -4.06
H10 3.45 5.85 -3.62
H11 1.52 5.37 -2.10
F1 2.76 -1.24 -0.16
C16 2.08 -0.52 0.77
F2 2.94 0.49 1.13
F3 2.05 -1.32 1.89
S2 -1.16 0.07 1.97
C17 -0.40 1.28 2.89
N3 0.86 1.04 3.38
C18 1.57 1.99 4.00
C19 0.98 3.19 4.28
C20 -0.36 3.33 3.89
N4 -1.02 2.41 3.23
H12 1.28 0.15 3.15
H13 2.59 1.75 4.26
H14 1.53 3.99 4.76
H15 -0.90 4.24 4.12

## Properties
spin multiplicity = 2
M = 528.0 g/mol
LUMO level (alpha / beta) = -0.474 / -1.205 eV
DFT total energy = -105501.7050 eV
orbital gap (alpha / beta) = 7.267 / 6.611 eV
HOMO level (alpha / beta) = -7.7 / -7.8 eV

These are the Mulliken partial charges, in e, on atoms 1 to 4: -0.346, -0.762, 1.229, -0.615